--- one ---
Below is a 2-piece molecular cluster, C3H10N5 overall, with properties calculated with the ωB97M-V functional and the def2-TZVPD basis.

As for the HOMO energy (alpha / beta): -12.88 / -12.88 eV. As for the total charge: +1. For the orbital gap (alpha / beta), the calculation gives 8.58 / 8.58 eV. The LUMO energy (alpha / beta) comes out at -4.297 / -4.298 eV.

Last column: Löwdin charge in e.
Atoms and positions in Å:
C -1.0820 0.5953 0.3363  -0.331
C -0.0132 1.6865 0.2412  -0.074
C 1.3519 1.1458 0.2406  0.046
N -0.7409 -0.5507 -0.1592  0.114
N 1.4505 -0.0019 -0.4069  0.110
N -2.3223 0.8753 0.8372  0.209
N 0.8108 -1.8410 -1.5198  0.104
N 0.4214 -0.6288 -0.9040  -0.248
H -0.1209 2.3674 -0.6888  0.172
H -0.1534 2.4915 1.0256  0.147
H 0.6775 -2.6128 1.3495  0.034
H 2.2013 1.5781 0.5077  0.102
H 2.3371 -0.4484 -0.5905  0.187
H -2.4819 1.8506 0.7824  0.109
H -2.9689 0.2316 1.0415  0.072
H 0.3711 -1.7848 -2.4604  0.116
H 0.2336 -2.5968 -1.0179  0.109
H 0.0282 -2.3571 1.3853  0.023

--- two ---
Below is an isolated ion of composition C3H10N5 and charge +1, with properties calculated with the ωB97M-V functional and the def2-TZVPD basis.

As for the HOMO energy: -13.76 eV. As for the total charge: +1. For the orbital gap, the calculation gives 10.38 eV. The LUMO energy comes out at -3.376 eV.

Last column: Löwdin charge in e.
Atoms and positions in Å:
N -2.4011 0.8221 -0.0904  0.060
C -1.2665 0.1383 0.4815  -0.362
N -1.1414 -1.3293 -0.0247  0.149
C 0.0899 -1.8693 -0.1509  -0.073
N 1.1913 -1.2144 0.0414  0.138
C 1.2850 0.2616 0.3993  -0.378
N 2.4249 0.7620 -0.1688  0.076
N -0.0835 0.8597 0.0721  0.047
H -2.5127 1.7891 0.2891  0.115
H -2.0980 1.1483 -1.0531  0.109
H -1.2775 0.0188 1.5666  0.160
H -1.8721 -1.9625 -0.2104  0.133
H 0.2379 -2.9019 -0.4465  0.167
H 1.9824 -1.7231 -0.2839  0.149
H 1.4061 0.4440 1.4950  0.166
H 2.7895 0.5728 -1.0974  0.107
H 2.4350 1.7935 0.0772  0.145
H -0.0316 0.9513 -0.9014  0.092

two has the most favorable energy; the next structure is 91.1 kcal/mol above.

--- one ---
Below is one molecule with the formula C7H6N4, with properties calculated with the ωB97M-V functional and the def2-TZVPD basis.

As for the HOMO energy: -8.83 eV. For the orbital gap, the calculation gives 8.51 eV. The LUMO energy comes out at -0.317 eV.

Last column: Löwdin charge in e.
Atoms and positions in Å:
C 1.5251 0.5558 0.7615  -0.043
C 1.8244 -0.7165 0.4738  0.003
C 0.9093 -0.7499 -0.7859  -0.235
N -0.3384 -1.4175 -0.4645  0.136
C -1.3436 -0.7424 -0.0967  -0.197
C -2.7458 -1.1113 0.2290  -0.071
N -3.4928 -0.0511 0.2867  0.043
N -2.8008 1.0836 -0.1401  0.039
C -1.4567 0.7613 -0.2286  -0.309
N -0.4766 1.4953 -0.5227  0.133
C 0.8708 0.8652 -0.5681  -0.239
H 2.0763 1.2308 1.3690  0.087
H 2.5245 -1.4057 0.8721  0.089
H 1.3040 -1.2406 -1.7043  0.137
H -3.2120 -1.9433 0.7642  0.112
H -3.1164 1.9866 0.2046  0.146
H 1.5297 1.3563 -1.4276  0.168

--- two ---
Below is a 2-piece molecular cluster, C7H6N4 overall, with properties calculated with the ωB97M-V functional and the def2-TZVPD basis.

As for the HOMO energy (alpha / beta): -9.76 / -9.44 eV. For the orbital gap (alpha / beta), the calculation gives 7.51 / 8.44 eV. The LUMO energy (alpha / beta) comes out at -2.250 / -1.003 eV.

Last column: Löwdin charge in e.
Atoms and positions in Å:
C -2.8067 1.5171 1.8924  -0.239
C 2.1111 0.7827 -0.3324  -0.240
C 0.4987 0.3397 -2.0758  -0.192
C -1.2411 0.4616 0.4019  -0.094
C 2.0277 -1.9539 -0.7772  0.111
C -2.0125 0.3698 1.7010  -0.149
C 0.8408 0.2852 -0.6956  -0.336
N -3.5622 2.3783 1.9514  0.173
N 3.1203 1.3300 -0.3991  0.192
N 0.1390 0.1447 -3.1388  0.188
N 0.0023 0.1223 0.3677  0.091
H -1.7461 1.0073 -0.3933  0.135
H 2.3233 -1.9944 -1.8221  0.016
H 1.3516 -2.7859 -0.5686  0.017
H 2.8795 -1.6233 -0.0172  0.077
H -2.7025 -0.4693 1.5612  0.140
H -1.2232 0.0877 2.3445  0.111

one has the most favorable energy; the next structure is 40.0 kcal/mol above.

--- one ---
Below is one molecule with the formula C4H7FN2O, with properties calculated with the ωB97M-V functional and the def2-TZVPD basis.

As for the HOMO energy (alpha / beta): -8.53 / -8.53 eV. For the orbital gap (alpha / beta), the calculation gives 9.16 / 9.16 eV. The LUMO energy (alpha / beta) comes out at 0.627 / 0.627 eV.

Last column: Löwdin charge in e.
Atoms and positions in Å:
C -1.5090 -1.3548 -0.0368  -0.216
C -0.2649 0.6611 0.1548  -0.202
C -1.4738 1.2204 -0.6504  -0.200
C 0.9307 -1.5787 0.1517  0.027
N -0.3364 -0.7087 0.2071  -0.117
N -2.6539 0.3672 -0.5330  -0.026
O -1.9999 -2.4442 -0.1145  0.129
F -3.1809 0.5339 0.7124  -0.121
H 0.6798 0.9156 -0.2988  0.111
H -0.1324 1.1266 1.1349  0.126
H -1.6672 2.2067 -0.4022  0.073
H -1.2983 1.4072 -1.7897  0.148
H 1.8076 -0.9666 0.1127  0.070
H 0.9253 -2.2340 1.1049  0.124
H 0.9178 -2.1963 -0.7188  0.076

--- two ---
Below is one molecule with the formula C4H7FN2O, with properties calculated with the ωB97M-V functional and the def2-TZVPD basis.

As for the HOMO energy: -9.36 eV. For the orbital gap, the calculation gives 9.95 eV. The LUMO energy comes out at 0.595 eV.

Last column: Löwdin charge in e.
Atoms and positions in Å:
H 1.7659 1.2332 -2.0926  0.005
N 1.6040 1.4543 -1.1505  0.145
C 0.7619 0.5768 -0.6303  -0.359
N -0.0484 -0.4268 -1.2653  0.019
C -0.9443 -0.9817 -0.2143  -0.084
C -0.9061 0.2836 0.8586  -0.300
F -1.2387 0.0068 2.1417  0.035
C 0.4642 0.5589 0.8044  -0.380
O 1.0964 -0.5087 1.4846  -0.015
H -0.2096 -0.4095 -2.3491  0.186
H -0.3819 -1.8636 0.1040  0.094
H -2.0332 -1.1787 -0.4412  0.132
H -1.6114 1.1453 0.4980  0.195
H 0.6521 1.4397 1.4323  0.176
H 1.0292 -1.3296 0.8196  0.150

two has the most favorable energy; the next structure is 48.1 kcal/mol above.

--- one ---
Below is C28H77N7O7 as an isolated structure, with properties calculated with the ωB97M-V functional and the def2-TZVPD basis.

As for the HOMO energy: -7.19 eV. For the orbital gap, the calculation gives 7.58 eV. The LUMO energy comes out at 0.387 eV.

Last column: Löwdin charge in e.
Atoms and positions in Å:
C -4.6610 1.3155 -1.1544  -0.046
C -3.2911 1.7025 -0.5971  -0.426
C -2.1500 1.8382 -1.5303  -0.136
O -0.9535 1.8731 -0.7324  -0.267
C 0.2070 2.2630 -1.4418  -0.075
N -3.4908 3.0071 0.0137  0.051
H -5.0478 1.7718 -2.0656  0.079
H -5.4209 1.5026 -0.3957  0.086
H -4.6363 0.2895 -1.5215  0.072
H -2.9633 1.0927 0.2447  0.122
H -2.2416 2.7454 -2.1275  0.137
H -2.2559 1.0447 -2.2701  0.133
H 0.4628 1.7301 -2.3576  0.108
H 1.0782 2.2106 -0.7889  0.099
H 0.0566 3.2893 -1.7767  0.115
H -2.5604 3.3496 0.2064  0.056
H -3.9322 3.6213 -0.6557  0.077
C 4.5930 0.0453 -1.1358  -0.052
C 3.3390 0.5751 -1.8569  -0.378
C 2.9948 -0.3542 -2.9646  -0.206
O 2.0354 0.0773 -3.9276  -0.284
C 2.7010 0.6854 -5.0630  -0.047
N 2.4593 0.6412 -0.7278  0.025
H 4.9568 0.5853 -0.2616  0.081
H 5.4750 0.0854 -1.7750  0.070
H 4.6011 -1.0319 -0.9692  0.090
H 3.4815 1.5984 -2.2042  0.149
H 2.7197 -1.2655 -2.4338  0.111
H 3.9240 -0.5856 -3.4853  0.136
H 3.6292 1.1766 -4.7712  0.096
H 2.0244 1.3736 -5.5696  0.089
H 3.0673 -0.0681 -5.7602  0.081
H 2.3822 -0.2917 -0.3484  0.073
H 1.5160 0.7025 -1.0835  0.006
C 2.2415 -0.8710 6.6173  -0.061
C 1.7960 0.3297 5.7853  -0.396
C 2.3685 0.2831 4.3667  -0.109
O 2.0568 1.4946 3.5807  -0.186
C 2.2749 1.4921 2.2159  -0.145
N 0.3418 0.2560 5.7577  0.012
H 1.8443 -1.8153 6.2449  0.077
H 1.7632 -0.7563 7.5900  0.074
H 3.3253 -0.9734 6.6736  0.074
H 2.0920 1.2795 6.2307  0.135
H 1.9194 -0.4988 3.7543  0.127
H 3.4578 0.2801 4.4045  0.125
H 1.8184 2.3806 1.7797  0.055
H 1.8188 0.6687 1.6663  0.042
H 3.3532 1.4354 2.0668  0.096
H -0.1249 0.1622 6.6484  0.099
H -0.1191 0.7786 5.0265  -0.004
C -1.5429 0.1776 4.0413  -0.136
C -1.2930 1.6512 3.9468  -0.355
C -0.7793 2.1108 2.5590  -0.217
O -0.6587 3.4973 2.6284  -0.163
C 0.1290 4.1213 1.6393  -0.075
N -2.4169 2.5188 4.3202  0.081
H -0.6759 -0.4326 3.7881  0.071
H -2.4740 -0.0546 3.5244  0.067
H -1.7412 -0.0322 5.0923  0.098
H -0.5121 1.8528 4.6800  0.115
H -1.4614 1.7776 1.7769  0.094
H 0.1503 1.6451 2.2318  0.074
H 1.0692 3.6290 1.3908  0.064
H 0.2777 5.1358 2.0091  0.099
H -0.4443 4.2114 0.7167  0.072
H -2.0794 3.4099 3.9852  0.058
H -3.0258 2.2902 3.5476  0.066
C 2.4912 -2.8335 -8.6542  -0.072
C 1.1140 -2.7781 -7.8915  -0.373
C 1.0341 -1.4159 -7.0587  -0.193
O -0.1058 -1.2612 -6.2613  -0.167
C -0.1543 -0.1561 -5.3162  -0.061
N 0.0751 -2.8453 -8.9363  0.018
H 2.6565 -1.9200 -9.2256  0.070
H 2.4784 -3.6654 -9.3584  0.068
H 3.3894 -2.8498 -8.0369  0.067
H 1.0309 -3.6923 -7.3037  0.125
H 1.0199 -0.5866 -7.7659  0.127
H 1.9200 -1.2342 -6.4502  0.083
H 0.4360 -0.4445 -4.4464  -0.008
H -1.2010 0.0836 -5.1294  0.105
H 0.3362 0.7525 -5.6654  0.072
H 0.0853 -3.7301 -9.4232  0.063
H -0.7790 -2.9738 -8.4127  0.063
C -0.4106 -1.5119 1.2174  -0.035
C 0.2253 -0.4493 0.4670  -0.386
C 0.1037 -0.6627 -1.0190  -0.164
O 1.1803 -1.3312 -1.6811  -0.207
C 0.8510 -1.6535 -3.0715  -0.065
N -0.4388 0.7840 0.8693  -0.027
H -0.1411 -2.5240 0.9155  0.113
H -1.4917 -1.5669 1.0893  0.054
H -0.2493 -1.4895 2.2952  0.056
H 1.2520 -0.3500 0.8195  0.096
H -0.0621 0.3496 -1.3877  0.076
H -0.8363 -1.1948 -1.1647  0.141
H 0.8418 -0.7277 -3.6467  -0.022
H -0.0558 -2.2572 -3.1088  0.118
H 1.6246 -2.2053 -3.6054  0.119
H -1.4354 0.6317 0.9296  0.076
H -0.2394 1.4606 0.1465  -0.048
C -2.4326 -2.4250 6.1162  -0.044
C -2.2920 -2.5719 4.5793  -0.344
C -3.2266 -1.5703 3.8298  -0.215
O -2.8732 -1.3641 2.4670  -0.249
C -3.5275 -2.0929 1.4523  -0.098
N -0.8939 -2.1555 4.3795  0.001
H -1.9767 -3.3557 6.4538  0.075
H -3.4467 -2.5195 6.5045  0.074
H -1.8801 -1.5732 6.5128  0.069
H -2.5079 -3.5668 4.1898  0.135
H -3.0931 -0.5980 4.3040  0.076
H -4.2365 -1.9466 3.9931  0.134
H -4.6112 -1.9971 1.5194  0.088
H -3.3415 -3.1670 1.4547  0.102
H -3.4292 -1.6319 0.4695  0.081
H -0.8496 -2.0514 3.3758  0.010
H -0.7757 -1.1958 4.6713  -0.027

--- two ---
Below is a 7-piece molecular cluster, C28H77N7O7 overall, with properties calculated with the ωB97M-V functional and the def2-TZVPD basis.

As for the HOMO energy: -9.08 eV. For the orbital gap, the calculation gives 9.61 eV. The LUMO energy comes out at 0.528 eV.

Last column: Löwdin charge in e.
Atoms and positions in Å:
C 4.2193 -3.7995 2.9803  -0.087
O 5.6218 -3.9541 2.7425  -0.185
C 6.4045 -2.7924 2.8246  -0.232
C 6.0484 -1.5508 2.0293  -0.450
C 6.0354 -1.8462 0.5327  -0.063
N 7.1148 -0.5604 2.2094  0.026
H 4.0876 -3.0980 3.8066  0.087
H 3.8561 -4.7911 3.2347  0.087
H 3.7304 -3.4637 2.0640  0.077
H 6.5377 -2.5059 3.8821  0.124
H 7.4012 -3.0922 2.4850  0.132
H 5.0823 -1.1266 2.3345  0.113
H 5.3794 -2.6881 0.2899  0.073
H 7.0299 -2.1762 0.2261  0.081
H 5.7957 -0.9623 -0.0586  0.061
H 7.4719 -0.5159 3.1621  0.069
H 6.7597 0.3898 2.0562  0.019
C 2.1142 -0.4097 1.9763  -0.109
O 1.1954 -1.0575 1.1364  -0.200
C 0.0208 -1.4433 1.8196  -0.198
C -0.8689 -2.2012 0.8374  -0.411
C -0.1498 -3.4745 0.3785  -0.048
N -1.1895 -1.3733 -0.3527  0.071
H 2.4570 -1.0354 2.8109  0.088
H 1.7359 0.5402 2.3655  0.079
H 3.0304 -0.2755 1.3971  0.069
H 0.2085 -2.0744 2.6964  0.130
H -0.4644 -0.5420 2.2194  0.122
H -1.8000 -2.4030 1.3712  0.099
H -0.8388 -4.1016 -0.1947  0.075
H 0.1975 -4.0634 1.2330  0.081
H 0.6950 -3.2595 -0.2744  0.078
H -1.4521 -2.0293 -1.0824  0.057
H -0.3168 -0.9592 -0.6829  0.056
C -0.9546 2.1232 -0.3020  -0.105
O -1.6326 3.3529 -0.2490  -0.183
C -1.4324 4.1561 -1.3855  -0.217
C -0.2166 5.0625 -1.2454  -0.435
C -0.4262 6.0379 -0.0828  -0.058
N -0.0372 5.8594 -2.4707  0.032
H -1.2472 1.5112 -1.1575  0.059
H -1.2015 1.4880 0.5524  0.073
H 0.1267 2.2789 -0.2413  0.083
H -1.5494 3.5388 -2.2869  0.123
H -2.2945 4.8266 -1.4935  0.128
H 0.6742 4.4522 -1.0531  0.128
H -1.2904 6.6878 -0.2073  0.083
H 0.4772 6.6374 0.0493  0.075
H -0.5537 5.4897 0.8531  0.065
H 0.6882 6.5516 -2.3336  0.065
H 0.2880 5.2172 -3.1884  0.069
C -5.6226 1.1729 -2.4761  -0.115
O -5.8108 0.7692 -1.1495  -0.189
C -4.6408 0.7659 -0.3610  -0.196
C -4.7933 -0.3047 0.7302  -0.438
C -6.0174 -0.0822 1.5798  -0.059
N -3.5932 -0.3646 1.5990  0.063
H -5.0801 2.1162 -2.6186  0.091
H -6.5825 1.2483 -2.9807  0.092
H -5.0047 0.4270 -3.0001  0.062
H -3.7806 0.5352 -0.9990  0.102
H -4.4755 1.7072 0.1800  0.133
H -4.8586 -1.2783 0.2343  0.079
H -5.9764 0.8618 2.1370  0.082
H -6.1521 -0.8456 2.3441  0.076
H -6.8947 0.0202 0.9368  0.077
H -2.8507 -0.6073 0.9359  0.015
H -3.3609 0.5891 1.8793  0.069
C 1.8310 3.8715 3.0814  -0.107
O 2.8804 3.8790 2.1432  -0.171
C 3.9040 3.0074 2.5579  -0.205
C 5.0481 3.0244 1.5424  -0.417
C 4.6451 2.3450 0.2391  -0.056
N 6.2421 2.3633 2.0743  0.019
H 2.1662 4.2470 4.0502  0.090
H 1.3677 2.8843 3.1992  0.080
H 1.0089 4.4845 2.7119  0.080
H 4.2792 3.2932 3.5449  0.128
H 3.5547 1.9688 2.5338  0.110
H 5.4122 4.0091 1.2152  0.138
H 5.3224 2.6425 -0.5615  0.082
H 3.6193 2.5322 -0.0847  0.071
H 4.6571 1.2537 0.3554  0.059
H 6.9770 2.3430 1.3760  0.087
H 6.6067 2.8808 2.8676  0.086
C 2.0999 0.1358 -1.6249  -0.098
O 0.8517 0.2667 -2.2715  -0.219
C 0.7547 -0.3559 -3.5288  -0.207
C -0.5261 0.0789 -4.2426  -0.440
C -1.7583 -0.4107 -3.5051  -0.072
N -0.5310 -0.5090 -5.5758  0.031
H 1.9969 0.6719 -0.6883  0.065
H 2.8803 0.5213 -2.2969  0.094
H 2.3724 -0.9172 -1.4762  0.095
H 1.5804 0.0378 -4.1412  0.123
H 0.8534 -1.4446 -3.4827  0.134
H -0.5505 1.1747 -4.2930  0.138
H -1.7018 -1.4798 -3.3099  0.082
H -2.6432 -0.0518 -4.0409  0.077
H -1.9137 0.1005 -2.5499  0.042
H -1.3927 -0.2690 -6.0598  0.073
H 0.1565 -0.0570 -6.1781  0.075
C -3.9277 -4.9220 1.5736  -0.105
O -4.2474 -4.8570 0.2065  -0.176
C -4.3769 -3.5247 -0.2395  -0.227
C -4.6855 -3.5724 -1.7337  -0.398
C -4.7357 -2.1419 -2.3068  -0.062
N -6.0009 -4.1801 -1.9842  0.041
H -3.7138 -5.9390 1.8965  0.088
H -4.7900 -4.6207 2.1868  0.092
H -3.1040 -4.2514 1.8357  0.074
H -5.2143 -3.0393 0.2824  0.125
H -3.4571 -2.9557 -0.0531  0.100
H -3.8965 -4.1361 -2.2370  0.139
H -5.6405 -1.5753 -2.0795  0.076
H -4.5082 -2.1290 -3.3689  0.082
H -3.9749 -1.5641 -1.7627  0.052
H -6.6774 -3.4864 -1.6660  0.067
H -6.1735 -4.9326 -1.3155  0.068

two has the most favorable energy; the next structure is 458.7 kcal/mol above.